19
Properties=species:S:1:pos:R:3 method="wB97M-V/def2-TZVPD" orbital_gap_ev=10.05 smiles="CCn1ccc(C(N)=O)n1" total_energy_ha=-473.5178 molar_mass_g_mol=139.16 charge=0 homo_ev=-9.1
C 1.564 2.238 0.989
C 0.546 2.199 -0.141
N -0.179 0.938 -0.190
C -1.425 0.682 0.271
C -1.678 -0.653 0.023
C -0.499 -1.116 -0.611
C -0.159 -2.485 -1.088
N -0.232 -3.470 -0.173
O 0.476 -2.691 -2.128
N 0.404 -0.139 -0.695
H 2.293 1.424 0.883
H 2.106 3.193 0.961
H 1.068 2.145 1.965
H -0.199 2.995 -0.030
H 1.037 2.331 -1.114
H -2.024 1.456 0.741
H -2.565 -1.208 0.314
H -1.146 -3.760 0.145
H 0.612 -4.078 -0.121